Entry one
The following is a quantum chemistry calculation of C2H3N3O in the gas phase, from OMol25.

```
! wB97M-V def2-TZVPD RIJCOSX def2/J DEFGRID3
* xyz 0 1
C 0.427 -0.987 -1.280
N 0.537 0.299 -0.590
C -0.127 0.440 0.398
N -0.910 0.419 1.369
N -0.902 1.401 2.338
O -0.173 2.321 2.075
H 0.686 -1.789 -0.582
H -0.617 -1.103 -1.584
H 1.081 -1.001 -2.144
*
```

HOMO ... -10.02 eV
SMILES ... CN=C=NN=O

***

Entry two
The following is a quantum chemistry calculation of C2H3N3O in the gas phase, from OMol25.

```
! wB97M-V def2-TZVPD RIJCOSX def2/J DEFGRID3
* xyz 0 1
C -1.111 0.035 0.004
C 0.386 0.032 0.095
N 1.241 -0.963 0.705
O 1.058 -2.085 0.300
N 1.814 1.814 -0.748
N 1.115 1.022 -0.327
H -1.460 0.961 -0.464
H -1.494 -0.811 -0.572
H -1.549 -0.007 1.008
*
```

HOMO ... -8.79 eV

***

Result of the stability comparison: entry one is the most stable of them.

***

Entry one
The following is a quantum chemistry calculation of 2 unconnected molecules or ions with the total composition C2H3N3O, from OMol25.

```
! wB97M-V def2-TZVPD RIJCOSX def2/J DEFGRID3
* xyz 0 1
C 1.954 0.070 0.106
C -1.328 0.238 0.425
N 2.622 -0.039 1.063
N 1.242 -0.039 -0.957
N -0.634 -0.812 0.081
O -1.181 1.369 0.672
H -2.450 -0.105 0.554
H 0.950 0.769 -1.526
H -1.174 -1.451 -0.419
*
```

HOMO (alpha / beta) ... -10.50 / -10.30 eV

***

Entry two
The following is a quantum chemistry calculation of C2H3N3O in the gas phase, from OMol25.

```
! wB97M-V def2-TZVPD RIJCOSX def2/J DEFGRID3
* xyz 0 1
O 1.773 -0.101 0.363
C 0.814 0.606 -0.509
N 0.257 -0.612 -0.882
C -0.833 -0.651 -0.203
N -1.056 0.565 0.380
N -0.041 1.405 0.180
H 2.397 -0.528 -0.227
H -1.451 -1.516 -0.020
H -1.861 0.833 0.918
*
```

HOMO (alpha / beta) ... -8.81 / -8.81 eV
SMILES ... Oc1nc[nH]n1

***

Result of the stability comparison: entry two is the most stable of them.

***

Entry one
The following is a quantum chemistry calculation of C2H3N3O in the gas phase, from OMol25.

```
! wB97M-V def2-TZVPD RIJCOSX def2/J DEFGRID3
* xyz 0 1
H 0.044 2.277 1.066
N -0.012 1.556 0.330
N 1.159 1.097 0.144
C 1.134 -0.155 -0.348
N 0.351 -1.215 0.283
C -0.629 -0.499 -0.015
O -1.880 -0.779 -0.281
H 1.993 -0.489 -0.921
H -1.962 -1.748 -0.374
*
```

HOMO ... -8.53 eV
SMILES ... [H]/N=N/[C@H]1N=C1O

***

Entry two
The following is a quantum chemistry calculation of C2H3N3O in the gas phase, from OMol25.

```
! wB97M-V def2-TZVPD RIJCOSX def2/J DEFGRID3
* xyz 0 1
O -1.940 -0.450 0.172
C -0.712 0.005 -0.093
N -0.369 0.983 -0.870
N 1.020 1.023 -0.850
C 1.430 0.088 -0.055
N 0.363 -0.622 0.464
H -2.562 0.132 -0.287
H 2.462 -0.191 0.111
H 0.309 -0.969 1.407
*
```

HOMO ... -9.49 eV
SMILES ... Oc1nnc[nH]1

***

Result of the stability comparison: entry two is the most stable of them.

***

Entry one
The following is a quantum chemistry calculation of C2H3N3O in the gas phase, from OMol25.

```
! wB97M-V def2-TZVPD RIJCOSX def2/J DEFGRID3
* xyz 0 1
C 1.111 -0.393 -0.141
C 1.013 0.964 -0.005
N -0.073 -0.969 0.003
N -2.222 -0.186 0.153
N -0.963 -0.007 0.052
O -0.392 1.230 -0.041
H 2.027 -1.040 -0.237
H 1.761 1.793 -0.061
H -2.261 -1.392 0.277
*
```

HOMO ... -8.13 eV

***

Entry two
The following is a quantum chemistry calculation of a molecular structure, C2H3N3O, from OMol25.

```
! wB97M-V def2-TZVPD RIJCOSX def2/J DEFGRID3
* xyz 0 1
N 1.747 -0.028 0.100
C 0.400 -0.186 0.186
N -0.367 0.752 -0.376
C -1.619 0.316 -0.149
N -1.877 -0.776 0.479
O -0.202 -1.188 0.757
H 2.048 0.863 -0.276
H 2.425 -0.572 0.607
H -2.549 0.812 -0.447
*
```

HOMO ... -9.64 eV

***

Result of the stability comparison: entry two is the most stable of them.